ORCA calculation (ωB97M-V/def2-TZVPD) on an isolated molecule of C7H12N2 at a distorted geometry.

Values from the calculation:
Strongest force on any atom = 1.56 eV Å⁻¹
Kohn-Sham gap = 7.954 eV
E_HOMO = -7.0 eV
SMILES = C=C(C)N(C=C=N)CC
Energy above the lowest of the compared OMol25 structures with the same formula, charge and spin = 182.6 kJ/mol

Structure (ORCA input):
```
! wB97M-V def2-TZVPD RIJCOSX def2/J DEFGRID3
* xyz 0 1
C 0.43110 -0.89764 -0.99240
C 0.56969 1.35213 2.14173
C -0.16941 -0.33277 -2.27481
C -1.88701 -1.45950 0.41214
C 0.85988 0.90857 0.73358
C -1.16119 -0.43675 0.79303
C 1.86570 1.45574 0.04493
N 0.05122 -0.08640 0.21416
N -2.50854 -2.51176 0.33172
H -3.26360 -2.58694 -0.36198
H -1.55371 0.19214 1.57660
H 0.10162 -1.92999 -0.83675
H 1.52092 -0.89327 -1.03533
H 0.42604 0.49482 2.79818
H 1.40007 1.94258 2.51785
H -0.32452 1.97526 2.18281
H 2.08997 1.21705 -0.97595
H 2.51083 2.17753 0.50822
H 0.16930 0.68881 -2.43716
H 0.12774 -0.94253 -3.12917
H -1.25610 -0.32708 -2.21141
*
```

Which charges does Löwdin predict for the atoms? In e, they are:
1. C -0.188
2. C -0.050
3. C -0.075
4. C -0.195
5. C -0.381
6. C -0.110
7. C 0.030
8. N -0.101
9. N 0.132
10. H 0.070
11. H 0.114
12. H 0.109
13. H 0.109
14. H 0.084
15. H 0.077
16. H 0.083
17. H 0.038
18. H 0.045
19. H 0.069
20. H 0.075
21. H 0.068

***

ORCA calculation (ωB97M-V/def2-TZVPD) on a structure of composition C40H44N4SSc at a distorted geometry.

Values from the calculation:
Strongest force on any atom = 5.13 eV Å⁻¹
Kohn-Sham gap (spin up / spin down) = 4.154 / 4.235 eV
E_HOMO (spin up / spin down) = -2.0 / -2.1 eV

Structure (ORCA input):
```
! wB97M-V def2-TZVPD RIJCOSX def2/J DEFGRID3
* xyz -1 1
Sc 0.79336 0.06165 -0.30428
N 4.45629 -2.36438 2.57936
N 2.01359 2.12661 -1.31267
C -1.91074 -0.10782 0.17596
C -1.20170 -0.06475 1.41145
C -0.80899 -1.42667 1.74517
C -0.29839 -1.85945 2.96205
H -0.05036 -1.12969 3.72357
H 1.66926 -2.38712 2.64406
H -0.21643 -2.91815 3.16471
C -1.08609 -2.23249 0.57642
C -0.88379 -3.70098 0.52869
H -1.82460 -4.26735 0.66266
H -0.19590 -4.03262 1.32011
H -0.45472 -4.00295 -0.43919
C -1.84638 -1.45521 -0.32075
C -2.68217 -2.02401 -1.40766
H -2.08950 -2.73426 -1.99605
H -3.04625 -1.23922 -2.08101
H -3.56943 -2.56875 -1.03382
C -1.28469 1.00429 2.44319
H -2.16856 0.90277 3.10494
H -1.33463 1.99847 1.97743
H -0.40516 0.97760 3.10167
C -2.89963 0.92178 -0.25470
H -3.03415 0.90033 -1.34377
H -2.55747 1.92705 0.02801
H -3.90229 0.78670 0.20177
C 5.63617 -2.70950 2.06861
H 6.22114 -3.41437 2.69533
C 6.07003 -2.23656 0.79370
H 7.00227 -2.65740 0.39942
C 5.33241 -1.24966 0.10247
H 5.78796 -0.68643 -0.72135
C 4.04313 -1.01398 0.53418
H 3.42816 -0.17674 0.19970
C 3.61381 -1.66341 1.74848
C 2.18175 -1.62699 1.98786
H 1.75343 -0.60385 1.91491
C 0.73611 2.28150 -1.64264
C 2.28105 3.12422 -0.37584
H 2.92377 3.04224 0.48199
C 1.52045 4.19642 -0.69186
H 1.66544 5.25139 -0.45369
N 0.48742 3.63328 -1.48392
C -0.74476 4.14359 -1.83638
C -1.45283 4.96916 -0.94185
C -2.75355 5.31140 -1.33434
H -3.32251 6.03982 -0.75263
C -3.31625 4.75408 -2.48567
C -4.57511 5.34092 -3.02638
H -5.12517 4.59141 -3.59834
H -4.34340 6.18267 -3.69410
H -5.18537 5.71626 -2.20136
C -2.66868 3.71920 -3.17852
H -3.17788 3.21630 -4.00634
C -1.36342 3.38262 -2.84265
C -0.70211 2.17574 -3.43050
H 0.40757 2.21107 -3.48112
H -1.04045 2.06487 -4.47102
H -1.00187 1.22543 -2.93876
C -0.92718 5.27276 0.42379
H 0.07051 5.71673 0.40464
H -0.87544 4.38340 1.07698
H -1.57221 5.98972 0.94268
N 1.46428 -1.00139 -1.93474
S 1.94077 -2.35389 -2.89178
C 2.93119 -3.47205 -1.86760
C 4.11436 -4.04987 -2.37399
C 4.83191 -4.96257 -1.59493
C 4.38865 -5.29731 -0.31219
C 3.23441 -4.69564 0.19938
C 2.50415 -3.80485 -0.58877
C 0.49192 -3.37818 -3.28214
C -0.48259 -2.85963 -4.15469
C -1.62675 -3.60576 -4.44634
C -1.80214 -4.87894 -3.88944
C -0.82065 -5.40559 -3.04757
C 0.35758 -4.68973 -2.80743
H 1.96350 -0.24111 -2.43433
H 4.44257 -3.78937 -3.38201
H 5.74425 -5.41828 -1.98845
H 4.94332 -6.01304 0.30185
H 2.90349 -4.91816 1.21674
H 1.59792 -3.32475 -0.21344
H -0.32263 -1.87425 -4.59691
H -2.38633 -3.19331 -5.11410
H -2.69597 -5.46394 -4.12284
H -0.95482 -6.38803 -2.58872
H 1.17971 -5.16294 -2.26883
*
```

Which charges does Löwdin predict for the atoms? In e, they are:
1. Sc 0.890
2. N 0.050
3. N -0.046
4. C -0.296
5. C -0.325
6. C -0.328
7. C -0.043
8. H 0.048
9. H 0.028
10. H 0.041
11. C -0.249
12. C -0.058
13. H 0.085
14. H 0.071
15. H 0.044
16. C -0.253
17. C -0.040
18. H 0.045
19. H 0.071
20. H 0.090
21. C -0.071
22. H 0.085
23. H 0.055
24. H 0.069
25. C -0.054
26. H 0.061
27. H 0.068
28. H 0.088
29. C -0.211
30. H 0.089
31. C -0.153
32. H 0.067
33. C -0.124
34. H 0.096
35. C -0.105
36. H 0.061
37. C -0.400
38. C -0.077
39. H 0.006
40. C -0.285
41. C -0.181
42. H 0.089
43. C -0.090
44. H 0.104
45. N -0.048
46. C -0.136
47. C -0.188
48. C -0.019
49. H 0.111
50. C -0.292
51. C -0.074
52. H 0.072
53. H 0.083
54. H 0.072
55. C -0.009
56. H 0.118
57. C -0.184
58. C -0.111
59. H 0.079
60. H 0.070
61. H 0.079
62. C -0.048
63. H 0.048
64. H 0.090
65. H 0.076
66. N -0.362
67. S 1.112
68. C -0.409
69. C -0.084
70. C -0.088
71. C -0.074
72. C -0.048
73. C -0.101
74. C -0.365
75. C -0.091
76. C -0.093
77. C -0.085
78. C -0.073
79. C -0.085
80. H -0.016
81. H 0.103
82. H 0.102
83. H 0.108
84. H 0.120
85. H 0.084
86. H 0.114
87. H 0.109
88. H 0.105
89. H 0.111
90. H 0.107

***

ORCA calculation (ωB97M-V/def2-TZVPD) on a structure of composition C7H8O at a distorted geometry.

Values from the calculation:
Strongest force on any atom = 3.97 eV Å⁻¹
Kohn-Sham gap = 10.754 eV
E_HOMO = -9.7 eV
Energy above the lowest of the compared OMol25 structures with the same formula, charge and spin = 415.3 kJ/mol

Structure (ORCA input):
```
! wB97M-V def2-TZVPD RIJCOSX def2/J DEFGRID3
* xyz 0 1
C 1.93387 -1.42523 -0.29908
C 0.78940 -1.16709 0.37149
C -0.21647 -0.12580 -0.05234
C -0.33608 1.10448 0.87233
C 0.22568 1.80770 -0.39187
C -1.53118 -0.66108 -0.30479
C -2.68480 -1.06659 -0.40218
H 2.05092 -0.83449 -1.20023
H 2.69447 -2.22851 -0.13234
H 0.55399 -1.71104 1.25004
H -1.23022 1.37994 1.28737
H 0.41911 1.12722 1.65267
H -0.56978 2.47176 -0.83916
H 1.16741 2.31169 -0.21551
H -3.59975 -1.60144 -0.44124
O 0.33342 0.61846 -1.15515
*
```

Which charges does Löwdin predict for the atoms? In e, they are:
1. C 0.048
2. C -0.085
3. C -0.512
4. C -0.039
5. C -0.155
6. C -0.034
7. C 0.155
8. H 0.056
9. H 0.075
10. H 0.096
11. H 0.083
12. H 0.114
13. H 0.134
14. H 0.114
15. H 0.023
16. O -0.073

***

ORCA calculation (ωB97M-V/def2-TZVPD) on a cluster of 2 separate species, C4H12N2O2 in total at a distorted geometry.

Values from the calculation:
Strongest force on any atom = 1.41 eV Å⁻¹
Kohn-Sham gap = 10.129 eV
E_HOMO = -9.5 eV
SMILES = C[C@H](N)CC(N)=O.O
Energy above the lowest of the compared OMol25 structures with the same formula, charge and spin = 85.1 kJ/mol

Structure (ORCA input):
```
! wB97M-V def2-TZVPD RIJCOSX def2/J DEFGRID3
* xyz 0 1
C 0.31305 1.91196 -0.16925
C -0.97552 1.29707 -0.71985
C -1.18441 -0.14201 -0.21701
C 0.00871 -1.04640 -0.34135
N 0.35996 -1.41028 -1.60975
O 0.67461 -1.41082 0.61524
N -2.09811 2.15482 -0.38286
H 0.60173 1.36779 0.74306
H 0.20587 2.95938 0.07775
H 1.17575 1.74744 -0.81937
H -0.86332 1.28226 -1.81098
H -1.43959 -0.03325 0.83732
H -2.03544 -0.60850 -0.71809
H 1.22463 -1.92531 -1.67477
H -0.08514 -0.89591 -2.35799
H -2.36594 2.03432 0.58309
H -2.92121 2.13223 -0.96341
H 2.49983 -0.59038 1.94177
H 1.83525 -1.90354 2.28248
O 2.54482 -1.31713 2.57048
*
```

Which charges does Löwdin predict for the atoms? In e, they are:
1. C -0.052
2. C -0.456
3. C -0.098
4. C -0.534
5. N 0.174
6. O 0.032
7. N 0.029
8. H 0.076
9. H 0.073
10. H 0.079
11. H 0.129
12. H 0.125
13. H 0.123
14. H 0.117
15. H 0.104
16. H 0.075
17. H 0.070
18. H 0.010
19. H 0.006
20. O -0.081

***

> Number 4 is which compound?

C4H12N2O2